Record 1
DFT (ωB97M-V with the def2-TZVPD basis set) results for a structure of composition C50H71BeN6O7 at a distorted geometry.

HOMO level (alpha / beta) (eV): -5.910 / -7.102
Energy (Eh): -2817.55165
Orbital gap (alpha / beta) (eV): 6.130 / 7.056
Expectation value of S²: 0.751
Molecular weight (u): 877.16

```
! RIJCOSX wB97M-V def2-TZVPD def2/J DEFGRID3
* xyz 0 2
Be -3.271 -1.130 2.315
C 0.278 -0.570 -0.732
C -0.752 0.291 -0.132
O -1.246 -0.186 1.105
H -0.048 -1.607 -0.814
H 1.211 -0.510 -0.172
H 0.535 -0.274 -1.749
H -1.598 0.377 -0.813
H -0.360 1.297 0.021
N 5.746 -2.108 2.872
C 4.839 -2.198 1.889
C 3.486 -2.319 2.111
C 2.967 -2.431 3.411
C 3.927 -2.470 4.455
C 5.296 -2.244 4.180
H 5.220 -2.173 0.878
H 2.818 -2.340 1.263
H 1.912 -2.488 3.635
H 3.557 -2.456 5.469
H 6.089 -2.138 4.905
N -3.362 4.054 -2.218
C -3.723 4.401 -3.452
C -3.144 3.838 -4.601
C -2.046 2.997 -4.461
C -1.649 2.705 -3.158
C -2.343 3.194 -2.052
H -4.562 5.041 -3.679
H -3.584 4.080 -5.558
H -1.514 2.651 -5.336
H -0.890 1.948 -3.029
H -2.125 2.874 -1.043
N -5.269 -0.398 0.447
C -4.806 0.338 -0.584
C -5.607 0.753 -1.632
C -6.936 0.196 -1.679
C -7.398 -0.613 -0.654
C -6.544 -0.830 0.375
H -3.773 0.652 -0.613
H -5.304 1.425 -2.421
H -7.634 0.420 -2.473
H -8.350 -1.112 -0.550
H -6.793 -1.473 1.206
N -1.091 4.587 1.172
C -1.059 3.832 2.332
C -1.315 4.438 3.556
C -1.784 5.733 3.656
C -1.775 6.522 2.496
C -1.415 5.907 1.284
H -0.894 2.769 2.232
H -1.396 3.843 4.454
H -2.069 6.074 4.640
H -2.020 7.573 2.500
H -1.503 6.506 0.390
N -2.065 -3.203 2.881
C -2.616 -4.283 3.569
C -2.116 -5.616 3.498
C -0.858 -5.845 2.902
C -0.176 -4.707 2.402
C -0.831 -3.448 2.336
H -3.555 -4.180 4.093
H -2.511 -6.430 4.088
H -0.415 -6.830 2.882
H 0.817 -4.847 2.001
H -0.289 -2.588 1.973
N 4.209 -0.354 -1.032
C 3.655 -0.130 -2.219
C 4.410 0.442 -3.266
C 5.691 0.878 -3.015
C 6.207 0.752 -1.723
C 5.389 0.214 -0.734
H 2.660 -0.517 -2.385
H 4.009 0.430 -4.269
H 6.356 1.312 -3.746
H 7.127 1.202 -1.380
H 5.730 0.209 0.290
C 1.479 3.685 -1.563
C 1.492 5.188 -1.786
O 2.320 5.952 -1.269
C 0.336 5.775 -2.560
H 1.321 3.245 -2.547
H 0.720 3.350 -0.856
H 2.430 3.483 -1.069
H -0.548 5.695 -1.927
H 0.166 5.187 -3.463
H 0.405 6.832 -2.814
C -2.310 -3.356 -1.721
C -2.995 -3.650 -0.421
O -3.386 -2.755 0.323
C -3.115 -5.082 -0.025
H -3.010 -3.556 -2.532
H -1.384 -3.929 -1.785
H -2.050 -2.298 -1.742
H -3.206 -5.685 -0.929
H -3.940 -5.296 0.655
H -2.129 -5.234 0.412
C -0.351 -0.426 -4.975
C 0.709 -1.496 -4.889
O 1.900 -1.298 -4.934
C 0.144 -2.914 -4.814
H -1.030 -0.419 -4.122
H -1.009 -0.532 -5.838
H 0.135 0.541 -5.105
H -0.157 -3.138 -3.791
H 0.943 -3.603 -5.090
H -0.676 -3.070 -5.515
C -1.238 0.733 6.222
C -0.982 -0.009 4.937
O -1.891 -0.649 4.328
C 0.442 0.019 4.412
H -0.878 1.758 6.129
H -0.711 0.165 6.988
H -2.303 0.661 6.444
H 1.193 -0.539 4.971
H 0.726 1.071 4.378
H 0.406 -0.437 3.422
C 3.448 -4.013 -2.420
C 2.674 -4.742 -1.322
O 3.089 -5.779 -0.837
C 1.384 -4.091 -0.955
H 2.900 -3.881 -3.353
H 4.326 -4.607 -2.675
H 3.738 -3.022 -2.070
H 1.406 -3.037 -0.676
H 1.041 -4.518 -0.012
H 0.709 -4.130 -1.810
C 3.665 3.911 1.365
C 2.717 2.972 2.104
O 2.116 3.287 3.127
C 2.414 1.649 1.455
H 4.395 3.355 0.776
H 4.010 4.575 2.157
H 3.052 4.552 0.731
H 3.139 0.952 1.875
H 2.579 1.637 0.378
H 1.474 1.248 1.832
*
```

=====

Record 2
DFT (ωB97M-V with the def2-TZVPD basis set) results for a structure of composition H26O17SV at a distorted geometry.

HOMO level (alpha / beta) (eV): -8.883 / -8.884
Energy (Eh): -2636.62846
Orbital gap (alpha / beta) (eV): 3.204 / 3.373
Expectation value of S²: 3.767
ΔE to the lowest compared entry with this formula, charge and spin (eV): 6.2586
Molecular weight (u): 381.20

```
! RIJCOSX wB97M-V def2-TZVPD def2/J DEFGRID3
* xyz 0 4
V 7.626 20.489 18.417
S 8.800 17.851 20.169
O 8.321 17.797 21.528
O 10.234 17.837 20.206
O 8.407 16.693 19.367
O 8.331 19.013 19.507
O 11.993 19.472 19.634
H 12.374 19.079 18.804
H 11.271 18.936 20.016
O 5.544 17.129 20.111
H 6.175 16.463 19.972
H 4.706 16.687 19.868
O 9.956 17.221 23.541
H 9.270 17.394 22.795
H 10.686 16.867 23.049
O 9.444 21.045 22.067
H 9.176 21.316 21.198
H 8.685 20.661 22.486
O 11.470 19.354 22.438
H 11.078 18.648 21.985
H 10.818 19.983 22.205
O 9.928 15.085 18.238
H 9.228 15.638 18.576
H 10.371 14.765 19.027
O 6.945 14.459 19.830
H 6.788 14.589 18.879
H 7.736 14.977 19.926
O 12.457 16.455 22.464
H 12.865 15.671 22.818
H 12.185 16.257 21.550
O 12.017 16.007 19.925
H 11.393 16.742 20.018
H 12.833 16.431 19.660
O 7.269 15.696 22.281
H 7.730 16.544 22.067
H 7.904 15.146 21.779
O 6.807 16.637 17.544
H 6.106 16.955 18.062
H 7.542 16.579 18.211
O 10.131 17.809 17.221
H 9.971 16.912 17.023
H 10.385 17.719 18.127
O 7.451 19.751 23.030
H 7.730 19.380 23.866
H 7.606 18.988 22.425
*
```

=====

Record 3
DFT (ωB97M-V with the def2-TZVPD basis set) results for a structure of composition C20H29AsFeN6O7 at a distorted geometry.

HOMO level (alpha / beta) (eV): -9.424 / -9.423
Energy (Eh): -5133.90071
Orbital gap (alpha / beta) (eV): 5.501 / 5.935
Expectation value of S²: 0.918
ΔE to the lowest compared entry with this formula, charge and spin (eV): 1.2474
Molecular weight (u): 596.25

```
! RIJCOSX wB97M-V def2-TZVPD def2/J DEFGRID3
* xyz 1 2
Fe 1.024 -0.968 -0.518
N 2.931 -1.253 -1.218
N 3.822 -0.457 -0.492
C 3.243 0.512 0.305
O 3.895 1.346 0.889
O 1.943 0.365 0.397
H 3.227 -2.224 -1.208
H 2.829 -0.914 -2.172
H 4.773 -0.338 -0.800
O -1.019 -0.751 -0.723
C -1.674 -0.142 -1.582
C -1.149 0.674 -2.610
C -2.040 1.368 -3.448
C -1.536 2.202 -4.401
C -0.152 2.387 -4.548
C 0.722 1.702 -3.748
C 0.248 0.799 -2.771
O 1.109 0.135 -2.062
N -2.458 2.931 -5.281
O -1.970 3.707 -6.075
O -3.644 2.706 -5.152
H -2.768 -0.239 -1.545
H -3.111 1.255 -3.340
H 0.203 3.078 -5.299
H 1.791 1.832 -3.846
C -1.751 -3.737 -2.043
As -0.640 -3.768 -0.484
C -0.038 -5.569 -0.277
C -1.745 -3.352 1.019
O 0.758 -2.827 -0.680
H -2.298 -4.678 -2.094
H -1.121 -3.632 -2.925
H -2.449 -2.908 -1.984
H -0.870 -6.197 0.036
H 0.753 -5.596 0.469
H 0.354 -5.922 -1.228
H -2.569 -4.065 1.021
H -2.112 -2.336 0.913
H -1.169 -3.437 1.936
C 2.822 0.010 3.818
N 2.017 -1.191 3.554
C 2.165 -2.345 4.438
C 1.166 -1.202 2.575
N 0.423 -1.205 1.680
H 3.878 -0.257 3.789
H 2.571 0.409 4.800
H 2.635 0.755 3.049
H 3.217 -2.622 4.494
H 1.595 -3.183 4.046
H 1.805 -2.100 5.438
N -0.363 1.809 1.008
C -1.000 2.928 1.512
C -0.586 4.198 1.122
C -1.229 5.321 1.619
C -2.291 5.189 2.503
C -2.706 3.923 2.888
C -2.068 2.795 2.394
H -0.555 0.901 1.392
H 0.521 1.892 0.539
H 0.246 4.294 0.435
H -0.896 6.306 1.318
H -2.792 6.067 2.888
H -3.530 3.813 3.582
H -2.386 1.802 2.691
*
```

=====

Record 4
DFT (ωB97M-V with the def2-TZVPD basis set) results for a cluster of 2 separate species, C37H43N3O7 in total at a distorted geometry.

HOMO level (eV): -6.868
Energy (Eh): -2126.54123
Orbital gap (eV): 5.178
Molecular weight (u): 641.77

```
! RIJCOSX wB97M-V def2-TZVPD def2/J DEFGRID3
* xyz 0 1
C -0.630 4.075 -3.865
N 0.349 3.431 -3.020
C 1.105 4.203 -2.170
O 1.217 5.421 -2.233
C 1.715 3.277 -1.134
C 1.180 3.594 0.261
C -0.332 3.597 0.260
C -1.043 4.780 0.032
C -2.436 4.770 0.004
C -3.138 3.577 0.207
C -2.436 2.396 0.457
C -1.044 2.422 0.501
N 1.296 1.950 -1.597
C 1.354 0.880 -0.770
C 0.490 -0.208 -0.829
C 0.746 -1.422 -0.184
C 0.307 -2.671 -0.763
C 1.065 -3.855 -0.603
C 0.873 -4.938 -1.451
C -0.140 -4.904 -2.419
C -1.010 -3.807 -2.474
C -0.809 -2.711 -1.634
C 0.525 1.995 -2.861
C 1.221 1.322 -4.109
C 2.559 2.017 -4.370
C 0.311 1.465 -5.326
C 1.447 -0.161 -3.857
H -1.220 4.790 -3.271
H -0.137 4.633 -4.676
H -1.302 3.325 -4.288
H 2.812 3.356 -1.202
H 1.580 2.876 0.990
H 1.546 4.595 0.537
H -0.482 5.703 -0.142
H -2.972 5.701 -0.186
H -4.228 3.565 0.175
H -2.946 1.444 0.616
H -0.497 1.504 0.723
H 2.131 0.916 0.001
H -0.429 -0.101 -1.419
H 1.575 -1.460 0.524
H 1.850 -3.866 0.154
H 1.524 -5.809 -1.367
H -0.262 -5.734 -3.117
H -1.843 -3.795 -3.182
H -1.504 -1.868 -1.655
H -0.470 1.531 -2.721
H 3.251 1.880 -3.532
H 3.022 1.579 -5.264
H 2.426 3.089 -4.555
H -0.688 1.056 -5.122
H 0.216 2.506 -5.654
H 0.735 0.901 -6.170
H 0.500 -0.685 -3.670
H 1.909 -0.610 -4.748
H 2.121 -0.331 -3.012
C -0.200 -6.129 3.753
C 0.818 -5.066 3.449
O 0.048 -3.928 2.971
C 0.783 -2.870 2.582
C 0.024 -1.619 2.356
C -1.408 -1.682 1.975
O -1.931 -0.926 1.150
O -2.120 -2.643 2.587
C -3.537 -2.621 2.280
C -4.130 -3.794 3.006
C 0.473 -0.442 3.008
C -0.363 0.726 3.062
C 0.099 1.930 3.555
C 1.406 2.022 4.067
N 1.972 3.322 4.240
O 3.074 3.449 4.813
O 1.327 4.295 3.775
C 2.210 0.868 4.169
C 1.775 -0.323 3.614
O 1.998 -2.971 2.390
H 0.286 -6.992 4.213
H -0.968 -5.759 4.441
H -0.694 -6.470 2.836
H 1.369 -4.769 4.355
H 1.521 -5.383 2.667
H -3.966 -1.671 2.631
H -3.665 -2.709 1.192
H -5.214 -3.794 2.874
H -3.745 -4.740 2.613
H -3.916 -3.751 4.079
H -1.384 0.665 2.685
H -0.521 2.822 3.531
H 3.183 0.956 4.646
H 2.431 -1.192 3.620
*
```

=====

Record 5
DFT (ωB97M-V with the def2-TZVPD basis set) results for the molecule C2H6 at a distorted geometry.

HOMO level (eV): -11.332
Energy (Eh): -79.76652
Orbital gap (eV): 12.609
SMILES string: CC
ΔE to the lowest compared entry with this formula, charge and spin (eV): 0.6913
Molecular weight (u): 30.07

```
! RIJCOSX wB97M-V def2-TZVPD def2/J DEFGRID3
* xyz 0 1
C -0.373 0.351 -0.604
C 0.396 -0.368 0.556
H -0.653 1.399 -0.195
H -1.154 -0.383 -0.926
H 0.148 0.766 -1.505
H -0.419 -0.763 1.267
H 1.030 -1.196 0.288
H 1.025 0.193 1.119
*
```

=====

Record 6
DFT (ωB97M-V with the def2-TZVPD basis set) results for a cluster of 2 separate species, C4H11NS in total at a distorted geometry.

HOMO level (eV): -8.103
Energy (Eh): -611.88954
Orbital gap (eV): 8.917
SMILES string: C=CN.CCS
ΔE to the lowest compared entry with this formula, charge and spin (eV): 1.4307
Molecular weight (u): 105.21

```
! RIJCOSX wB97M-V def2-TZVPD def2/J DEFGRID3
* xyz 0 1
C -0.832 -2.785 0.650
C -0.541 -1.357 0.145
S -1.864 -0.171 0.500
H -0.471 -2.940 1.656
H -1.898 -3.022 0.698
H -0.310 -3.439 -0.050
H 0.407 -0.969 0.514
H -0.708 -1.405 -0.928
C 2.228 1.662 -0.511
C 1.594 2.301 0.483
N 1.598 0.977 -1.541
H 3.317 1.713 -0.564
H 2.014 3.123 1.042
H 0.571 1.987 0.750
H 0.733 1.345 -1.865
H -2.180 0.287 -0.718
H 2.150 0.537 -2.251
*
```